Entry 1:
ORCA calculation (ωB97M-V/def2-TZVPD) on C22H31IrN2O3S as an isolated structure at a distorted geometry.

Calculated values
⟨S²⟩: 0.9154
Calculated total energy in eV: -46105.89786
2S+1: 2
Total charge: +1

Last column: Löwdin charge in e.
Positions of all 60 atoms, in Å:
Ir1 0.402 0.136 0.413  1.193
C1 0.895 2.891 0.822  -0.153
C2 -0.407 2.989 0.268  -0.181
C3 -1.275 2.145 1.013  -0.190
C4 -0.506 1.493 2.035  -0.346
C5 0.851 1.970 1.918  -0.255
C6 1.964 1.762 2.878  -0.006
C7 -1.100 0.766 3.196  -0.021
C8 -2.750 2.066 0.870  0.010
C9 -0.837 3.886 -0.835  -0.010
C10 2.113 3.615 0.406  0.025
H1 2.915 1.683 2.348  0.069
H2 1.821 0.870 3.479  0.091
H3 2.045 2.617 3.554  0.110
H4 -1.684 1.461 3.804  0.101
H5 -0.328 0.328 3.822  0.085
H6 -1.774 -0.022 2.859  0.079
H7 -3.058 2.237 -0.159  0.091
H8 -3.220 2.831 1.491  0.119
H9 -3.115 1.095 1.195  0.083
H10 -1.279 4.798 -0.427  0.107
H11 -1.591 3.409 -1.459  0.081
H12 0.003 4.177 -1.460  0.084
H13 2.440 4.296 1.194  0.117
H14 1.957 4.183 -0.505  0.086
H15 2.924 2.901 0.249  0.089
O1 4.038 0.780 0.821  0.076
C11 3.341 0.008 0.192  -0.632
O2 2.320 0.277 -0.526  -0.152
C12 3.697 -1.476 0.190  -0.158
C13 4.984 -1.828 -0.178  -0.018
C14 5.363 -3.161 -0.217  -0.062
C15 4.448 -4.150 0.116  -0.074
C16 3.165 -3.809 0.491  -0.121
C17 2.764 -2.464 0.536  -0.601
S1 1.130 -2.165 1.073  0.705
H16 5.679 -1.044 -0.428  0.123
H17 6.376 -3.417 -0.480  0.107
H18 4.739 -5.190 0.092  0.110
H19 2.447 -4.572 0.753  0.099
C18 -0.679 0.136 -2.598  -0.035
N1 -1.874 -0.690 -2.485  -0.100
C19 -2.496 -1.092 -3.729  -0.038
C20 -2.221 -1.064 -1.228  -0.437
O3 -1.630 -0.509 -0.261  -0.178
N2 -3.142 -2.000 -0.904  -0.099
C21 -4.207 -2.616 -1.668  -0.033
C22 -3.255 -2.347 0.507  -0.026
H20 -0.617 0.564 -3.594  0.097
H21 0.224 -0.460 -2.415  0.095
H22 -0.707 0.958 -1.876  0.060
H23 -1.941 -0.650 -4.554  0.092
H24 -3.522 -0.721 -3.789  0.097
H25 -2.478 -2.172 -3.867  0.100
H26 -4.235 -2.306 -2.702  0.059
H27 -5.166 -2.362 -1.208  0.103
H28 -4.091 -3.702 -1.629  0.105
H29 -2.326 -2.125 1.027  0.077
H30 -3.462 -3.413 0.585  0.100
H31 -4.073 -1.802 0.980  0.102

Entry 2:
ORCA calculation (ωB97M-V/def2-TZVPD) on C22H31LaN3P2S as an isolated structure at a distorted geometry.

Calculated values
Calculated total energy in eV: -58051.58127
2S+1: 1
Total charge: +1

Last column: Löwdin charge in e.
Positions of all 60 atoms, in Å:
C1 -1.758 2.928 -3.697  -0.070
C2 -1.499 1.636 -3.259  -0.253
C3 -0.126 1.184 -3.325  -0.247
C4 0.873 2.166 -3.082  -0.199
C5 0.587 3.487 -3.432  -0.058
C6 -0.702 3.839 -3.836  -0.108
C7 2.086 1.706 -2.346  -0.113
C8 2.473 0.354 -2.853  -0.193
C9 1.410 -0.548 -3.119  -0.242
C10 1.645 -1.945 -2.838  -0.247
C11 2.947 -2.410 -3.005  -0.055
C12 4.010 -1.492 -3.112  -0.099
C13 3.781 -0.127 -2.949  -0.055
H1 -2.794 3.234 -3.858  0.113
H2 1.393 4.226 -3.386  0.112
H3 -0.907 4.842 -4.199  0.096
H4 2.905 2.428 -2.370  0.120
H5 3.136 -3.483 -2.982  0.111
H6 5.026 -1.862 -3.266  0.098
H7 4.606 0.589 -2.886  0.111
N1 0.160 -0.134 -3.461  0.145
La1 0.759 0.938 0.805  1.369
C14 -2.488 0.773 -2.519  -0.268
H8 -2.472 -0.263 -2.898  0.086
H9 -3.501 1.201 -2.556  0.094
C15 0.539 -2.737 -2.212  -0.279
H10 -0.385 -2.644 -2.796  0.082
H11 0.824 -3.783 -2.071  0.091
P1 -1.997 0.663 -0.693  0.748
P2 0.143 -2.033 -0.505  0.777
C16 1.383 -2.984 0.467  -0.318
H12 1.244 -2.758 1.532  0.015
H13 1.257 -4.061 0.285  0.048
H14 2.387 -2.662 0.168  0.035
C17 -1.342 -3.050 -0.174  -0.288
H15 -1.058 -4.111 -0.142  0.056
H16 -1.783 -2.763 0.787  0.021
H17 -2.080 -2.896 -0.970  0.038
C18 -2.454 2.365 -0.152  -0.295
H18 -3.519 2.521 -0.372  0.054
H19 -2.288 2.477 0.930  0.021
H20 -1.857 3.114 -0.691  0.045
C19 -3.465 -0.242 -0.077  -0.286
H21 -3.412 -0.337 1.016  0.014
H22 -4.374 0.312 -0.353  0.056
H23 -3.500 -1.246 -0.514  0.031
H24 1.788 1.590 -1.090  -0.002
H25 2.105 -0.398 1.197  -0.140
S1 -0.902 -0.336 2.496  0.616
C20 -0.044 0.724 3.516  -0.840
N2 1.287 1.113 3.329  -0.143
C21 1.776 1.805 4.553  -0.100
C22 0.492 2.162 5.278  -0.109
N3 -0.518 1.371 4.578  0.056
H26 1.909 0.371 2.956  0.042
H27 2.359 2.676 4.252  0.129
H28 2.405 1.126 5.133  0.137
H29 0.263 3.227 5.186  0.132
H30 0.511 1.890 6.340  0.138
H31 -1.483 1.281 4.884  0.169

Entry 3:
ORCA calculation (ωB97M-V/def2-TZVPD) on C22H31N3O2 in the gas phase.

Calculated values
Calculated total energy in eV: -31882.45170
Structure (SMILES): Cc1cc(C(=O)N2CCN(C(=O)C3=CCC3)[C@H]3CCCC[C@@H]3C2)c(C)n1C
2S+1: 1

Last column: Löwdin charge in e.
Positions of all 58 atoms, in Å:
C1 -3.435 -1.531 -0.361  -0.039
C2 -2.175 -0.764 -0.191  -0.288
C3 -0.877 -1.190 -0.192  -0.003
C4 -0.047 -0.046 -0.004  -0.113
C5 1.445 -0.016 0.087  -0.383
O1 2.131 0.510 -0.777  0.062
N1 2.012 -0.675 1.149  -0.028
C6 3.454 -0.691 1.287  -0.102
C7 3.986 0.064 2.530  -0.113
N2 3.080 1.039 3.089  0.004
C8 2.880 2.251 2.482  -0.382
O2 1.929 2.963 2.765  0.061
C9 3.909 2.779 1.536  -0.124
C10 4.297 4.050 1.455  -0.007
C11 5.245 3.825 0.307  -0.147
C12 4.836 2.326 0.407  -0.127
C13 2.089 0.500 4.027  -0.239
C14 1.721 1.444 5.163  -0.142
C15 0.760 0.782 6.142  -0.198
C16 -0.475 0.255 5.427  -0.198
C17 -0.082 -0.718 4.330  -0.164
C18 0.873 -0.098 3.321  -0.244
C19 1.241 -1.147 2.282  -0.111
C20 -0.868 1.044 0.105  -0.231
C21 -0.545 2.476 0.300  -0.008
N3 -2.158 0.596 -0.006  -0.063
C22 -3.325 1.447 0.069  -0.011
H1 -3.203 -2.570 -0.580  0.080
H2 -4.052 -1.513 0.543  0.079
H3 -4.042 -1.147 -1.185  0.082
H4 -0.547 -2.208 -0.329  0.117
H5 3.766 -1.740 1.388  0.125
H6 3.902 -0.321 0.376  0.103
H7 4.265 -0.629 3.320  0.120
H8 4.915 0.567 2.256  0.104
H9 4.008 4.939 2.000  0.114
H10 4.954 4.307 -0.627  0.106
H11 6.299 4.037 0.493  0.103
H12 5.659 1.664 0.687  0.100
H13 4.343 1.908 -0.468  0.098
H14 2.604 -0.341 4.518  0.153
H15 2.637 1.749 5.678  0.125
H16 1.265 2.351 4.774  0.107
H17 1.257 -0.044 6.667  0.115
H18 0.473 1.507 6.906  0.110
H19 -1.147 -0.231 6.139  0.109
H20 -1.030 1.094 4.991  0.119
H21 0.394 -1.599 4.787  0.127
H22 -0.967 -1.090 3.805  0.119
H23 0.359 0.722 2.805  0.151
H24 0.311 -1.575 1.906  0.110
H25 1.781 -1.987 2.734  0.141
H26 0.519 2.640 0.163  0.078
H27 -1.072 3.107 -0.421  0.086
H28 -0.795 2.825 1.306  0.085
H29 -3.164 2.229 0.807  0.089
H30 -3.538 1.911 -0.897  0.100
H31 -4.186 0.857 0.370  0.083

Entry 4:
ORCA calculation (ωB97M-V/def2-TZVPD) on C22H31N3O4 in the gas phase.

Calculated values
Calculated total energy in eV: -35979.68382
Structure (SMILES): CCOC(=O)[C@@]1(CC(=O)N[C@@H](Cc2cccnc2)C2CCCC2)CCCNC1=O
2S+1: 1

Last column: Löwdin charge in e.
Positions of all 60 atoms, in Å:
C1 -1.827 -1.620 -2.949  -0.056
C2 -2.023 -2.572 -1.800  -0.190
O1 -0.875 -2.440 -0.930  0.018
C3 -0.961 -3.115 0.212  -0.452
O2 -1.842 -3.889 0.476  0.143
C4 0.188 -2.780 1.171  -0.256
C5 -0.183 -1.467 1.899  -0.009
C6 -0.865 -0.372 1.077  -0.478
O3 -2.085 -0.317 1.008  0.071
N1 -0.041 0.540 0.521  0.111
C7 -0.536 1.609 -0.339  -0.247
C8 -1.235 2.679 0.521  -0.085
C9 -0.381 3.408 1.527  -0.189
C10 0.267 2.773 2.582  -0.019
C11 1.019 3.521 3.471  -0.063
C12 1.092 4.894 3.297  -0.161
N2 0.457 5.532 2.319  0.062
C13 -0.253 4.795 1.472  -0.121
C14 0.659 2.080 -1.194  -0.254
C15 0.725 1.266 -2.498  -0.150
C16 -0.289 1.935 -3.446  -0.172
C17 -0.477 3.373 -2.909  -0.168
C18 0.527 3.501 -1.757  -0.149
C19 0.309 -3.913 2.193  -0.123
C20 0.764 -5.198 1.519  -0.160
C21 2.142 -5.013 0.916  -0.169
N3 2.237 -3.744 0.203  0.101
C22 1.508 -2.621 0.408  -0.404
O4 1.902 -1.542 -0.009  0.066
H1 -2.671 -1.699 -3.636  0.085
H2 -1.778 -0.595 -2.584  0.052
H3 -0.911 -1.841 -3.498  0.087
H4 -2.913 -2.334 -1.220  0.131
H5 -2.091 -3.610 -2.125  0.128
H6 -0.907 -1.726 2.672  0.137
H7 0.715 -1.075 2.381  0.134
H8 0.908 0.218 0.377  0.113
H9 -1.313 1.196 -0.992  0.143
H10 -1.702 3.408 -0.144  0.112
H11 -2.049 2.169 1.040  0.120
H12 0.178 1.703 2.709  0.103
H13 1.536 3.049 4.297  0.100
H14 1.671 5.509 3.977  0.100
H15 -0.774 5.346 0.694  0.112
H16 1.572 1.987 -0.602  0.146
H17 1.733 1.339 -2.913  0.116
H18 0.525 0.205 -2.332  0.099
H19 0.072 1.927 -4.474  0.104
H20 -1.238 1.399 -3.448  0.086
H21 -0.314 4.129 -3.677  0.103
H22 -1.496 3.513 -2.543  0.101
H23 0.244 4.250 -1.024  0.084
H24 1.504 3.796 -2.149  0.121
H25 1.024 -3.613 2.966  0.136
H26 -0.660 -4.053 2.668  0.128
H27 0.797 -6.018 2.237  0.121
H28 0.045 -5.475 0.747  0.116
H29 2.898 -5.034 1.709  0.120
H30 2.376 -5.820 0.220  0.119
H31 3.096 -3.554 -0.292  0.149